Computed, not measured: a structure of composition C24H43ClFI2N3O3Si2 at a distorted geometry, with ωB97M-V/def2-TZVPD.

Properties
Charge = 0
Strongest force on any atom = 5.8 eV/A
2S+1 = 1

Last column: Löwdin charge in e.
Positions of all 79 atoms, in Å:
1 H -3.059 -0.863 1.724  0.02
2 H -7.776 -0.050 2.373  0.08
3 C 6.548 5.983 -2.947  -0.55
4 Si 0.070 -2.612 -0.392  0.38
5 H 5.009 4.414 -0.614  0.06
6 H -4.163 1.600 -0.727  0.10
7 H -5.399 -0.102 0.977  0.05
8 O 7.674 6.433 -3.148  0.01
9 C -3.787 -2.564 -0.275  -0.22
10 H -2.597 0.134 -1.736  0.11
11 H 1.389 3.240 2.749  0.07
12 O 3.976 4.104 1.285  0.00
13 H 3.699 -5.250 2.276  0.08
14 H -9.192 -2.404 2.867  0.08
15 C -5.900 -1.141 1.174  -0.04
16 H 5.380 4.546 -4.020  0.08
17 H -4.415 -5.531 0.200  0.07
18 H -0.645 -2.565 -3.950  0.08
19 C -1.389 -2.410 -3.029  -0.35
20 H 6.782 6.082 -0.967  0.14
21 O -0.952 -2.124 0.931  -0.41
22 C 2.581 -3.636 0.937  -0.31
23 C 3.471 -5.039 1.131  -0.15
24 I 2.038 -1.133 -3.122  0.79
25 H -3.371 -3.646 -0.120  0.06
26 H 4.713 6.214 -4.024  0.08
27 H -3.614 1.156 1.111  0.05
28 H 3.235 -2.954 0.248  0.10
29 C 3.157 0.788 -0.693  -0.22
30 N 3.546 4.860 3.354  0.00
31 C -8.168 -2.488 2.305  -0.08
32 H -2.686 -2.691 -4.674  0.08
33 H 1.089 4.881 2.087  0.09
34 C 4.827 5.299 -1.229  -0.09
35 H 2.832 6.248 4.704  0.08
36 H -1.270 -1.280 -2.725  0.08
37 C 1.360 -1.314 -0.999  -0.68
38 Cl 0.083 -5.089 1.494  0.50
39 H -2.670 2.440 0.104  0.10
40 C 3.150 4.310 2.171  -0.53
41 H 2.963 -5.957 0.589  0.07
42 H 1.392 -4.798 -0.623  0.09
43 H 4.540 5.058 3.394  0.14
44 C 5.624 5.611 -4.072  -0.02
45 H -6.224 -5.746 -0.508  0.09
46 H 6.117 5.806 -5.029  0.08
47 C -7.486 -3.888 1.750  -0.04
48 C -0.910 -3.461 -1.871  -0.24
49 H 1.686 4.926 4.361  0.08
50 C 1.143 -4.103 0.316  -0.70
51 H 4.348 6.069 -0.618  0.08
52 N 6.104 5.809 -1.669  0.00
53 H 4.525 -4.874 0.622  0.07
54 H -1.763 -4.181 -1.486  0.09
55 C 2.057 -0.319 -0.087  -0.74
56 C -6.040 -3.933 0.911  -0.13
57 H 4.084 0.254 -1.210  0.08
58 H -8.079 -4.887 1.946  0.08
59 C -3.260 1.414 0.025  -0.12
60 H 2.414 -3.230 2.024  0.07
61 H -3.374 -1.883 -3.397  0.05
62 H 3.461 1.529 0.163  0.05
63 C 1.694 3.975 2.000  -0.01
64 C -7.341 -1.099 2.007  -0.08
65 H -0.100 -4.186 -2.365  0.09
66 H 3.130 4.619 5.361  0.09
67 C -5.561 -5.418 0.405  -0.12
68 C -5.209 -2.514 0.604  -0.14
69 Si -2.437 -1.340 0.459  0.61
70 N -2.780 -2.727 -3.617  -0.05
71 H 1.533 3.545 1.007  0.08
72 C -2.222 0.266 -0.610  -0.34
73 H 4.174 5.036 -2.061  0.08
74 H -4.094 -2.299 -1.371  0.08
75 C 2.737 5.177 4.507  -0.08
76 I 1.716 -0.245 2.067  0.87
77 F -0.867 0.880 -0.513  -0.16
78 H 2.588 1.438 -1.509  0.07
79 H -5.840 -6.172 1.288  0.09

***

Computed, not measured: a cluster of 5 separate species, C24H43F3NO5P in total at a distorted geometry, with ωB97M-V/def2-TZVPD.

Properties
Charge = 0
Strongest force on any atom = 2.2 eV/A
2S+1 = 1
SMILES string = [H]/N=C(/C)CP(C#C)C[C@H](O)C(F)(F)F.C1CCOC1.C1CCOC1.C1CCOC1.C1CCOC1

Last column: Löwdin charge in e.
Positions of all 77 atoms, in Å:
1 H -4.222 -3.374 -4.752  0.11
2 H -1.883 -1.880 5.332  0.09
3 C -4.183 -0.710 -4.027  -0.20
4 C 4.808 -1.468 -1.612  -0.17
5 H -2.123 -4.652 1.840  0.05
6 H 1.288 -1.532 5.246  0.10
7 H 4.473 -1.813 0.523  0.12
8 C -3.788 -2.153 0.563  -0.05
9 H -4.806 -2.358 0.865  0.08
10 C 3.901 -1.968 -2.730  -0.17
11 H -1.017 -1.954 1.738  0.08
12 H -0.421 5.970 -0.690  0.11
13 O -3.339 -1.297 -3.031  -0.15
14 H -2.261 4.595 -2.189  0.11
15 H 4.495 1.043 2.406  0.11
16 H 1.241 2.613 -2.525  0.12
17 C -0.511 4.907 -0.910  -0.17
18 H -1.084 4.441 -0.106  0.11
19 C -5.456 -0.763 3.387  0.05
20 O 3.055 -2.744 -0.661  -0.14
21 C -2.669 -2.435 -3.585  -0.21
22 F -0.511 1.397 6.090  0.20
23 C 4.373 2.918 1.351  -0.16
24 H -3.634 -2.306 -0.496  0.06
25 C -3.350 -2.735 -4.912  -0.17
26 N -2.829 -4.223 1.248  0.13
27 C -4.264 -0.945 3.456  -0.34
28 C -1.865 -2.287 2.331  -0.30
29 C -0.294 -0.546 4.788  -0.36
30 H 5.683 -2.116 -1.523  0.11
31 O -0.679 3.370 -2.702  -0.14
32 H -5.224 -0.933 -3.768  0.12
33 H -2.288 -0.203 5.583  0.09
34 H -0.003 -0.775 3.763  0.13
35 C 3.155 -3.103 -2.042  -0.21
36 F 1.268 1.173 4.941  0.17
37 H 3.283 -0.742 -0.246  0.10
38 H -0.896 5.393 -2.994  0.12
39 H 2.194 0.523 2.006  0.11
40 H 5.455 3.040 1.381  0.11
41 H -3.589 -1.110 0.790  0.05
42 H -2.729 -3.267 -2.882  0.11
43 H 5.154 -0.445 -1.751  0.10
44 H -4.613 -1.354 -6.073  0.11
45 H 2.155 -3.260 -2.448  0.11
46 H 3.915 3.897 1.514  0.11
47 H 3.711 -4.044 -2.113  0.12
48 C 3.840 1.917 2.365  -0.16
49 C -0.021 0.938 4.983  -0.71
50 H -6.468 -0.504 3.332  0.02
51 H 0.109 2.153 -1.240  0.12
52 C 2.502 1.539 1.751  -0.21
53 C -3.796 -1.346 -5.353  -0.17
54 H 1.713 2.231 2.063  0.11
55 H 4.590 1.587 -0.356  0.11
56 H 3.201 -1.182 -3.022  0.11
57 C -1.173 4.634 -2.253  -0.21
58 C 3.910 -1.628 -0.394  -0.20
59 H -1.470 -2.999 3.053  0.08
60 O 2.652 1.642 0.331  -0.17
61 C 3.881 2.324 0.039  -0.20
62 H 3.744 2.317 3.373  0.11
63 C 0.433 2.973 -1.888  -0.20
64 H -4.048 0.372 -4.021  0.12
65 H -2.955 -0.808 -5.797  0.11
66 H 1.306 3.937 -0.133  0.10
67 H 1.512 4.822 -1.651  0.12
68 C -1.780 -0.884 4.916  -0.28
69 H 3.704 3.083 -0.724  0.11
70 O 0.482 -1.283 5.705  0.02
71 H -2.691 -3.232 -5.623  0.11
72 C -2.840 -2.970 1.381  -0.48
73 P -2.508 -0.777 3.209  0.97
74 F -0.552 1.636 4.001  0.15
75 C 0.825 4.194 -1.075  -0.18
76 H 4.438 -2.294 -3.620  0.11
77 H -1.615 -2.175 -3.728  0.12

***

Computed, not measured: a cluster of 6 separate species, C24H43F9O10S5Si in total at a distorted geometry, with ωB97M-V/def2-TZVPD.

Properties
Charge = 0
Strongest force on any atom = 2.2 eV/A
2S+1 = 1
SMILES string = FC(F)(F)C(F)(F)C(F)(F)C(F)(F)[SiH3].O=S1(=O)CCCC1.O=S1(=O)CCCC1.O=S1(=O)CCCC1.O=S1(=O)CCCC1.O=S1(=O)CCCC1

Last column: Löwdin charge in e.
Positions of all 92 atoms, in Å:
1 F 5.902 1.549 1.026  0.13
2 C 6.360 3.146 2.737  -0.56
3 S 2.275 5.860 -6.601  0.66
4 H -6.293 -5.983 3.168  0.12
5 C -4.262 -0.163 0.509  -0.23
6 C 3.892 6.087 -5.853  -0.22
7 C 1.652 4.717 -5.376  -0.23
8 H -0.158 -4.975 -0.903  0.12
9 C 6.129 0.561 3.158  -0.39
10 O -8.224 -3.703 1.062  -0.31
11 C 0.772 -5.719 0.900  -0.22
12 C -0.329 2.651 -0.337  -0.20
13 H 4.638 5.722 -6.557  0.10
14 C 5.718 1.786 2.310  -0.45
15 H 6.279 4.848 0.606  -0.05
16 C -0.470 -5.410 0.049  -0.20
17 C -6.438 -0.028 -0.581  -0.22
18 H 0.465 0.847 1.657  0.13
19 C -5.734 -4.556 0.858  -0.21
20 F 8.302 0.846 2.196  0.20
21 H -5.936 -1.395 -2.211  0.10
22 F 7.841 -1.053 2.978  0.21
23 F 5.662 0.624 4.365  0.22
24 O 1.759 3.608 0.973  -0.32
25 H -1.844 -3.709 0.167  0.09
26 H 1.767 -3.819 0.556  0.11
27 H -4.460 -1.065 1.089  0.08
28 C 0.573 0.557 0.608  -0.22
29 C -0.570 1.141 -0.212  -0.22
30 O -3.575 -2.070 -1.184  -0.34
31 H -5.178 -5.079 4.183  0.12
32 O -0.456 -3.750 3.236  -0.31
33 H -5.569 0.314 -2.557  0.10
34 O 1.533 7.094 -6.523  -0.33
35 F 5.517 -0.489 2.587  0.15
36 H -6.323 -3.009 3.788  0.11
37 H 0.491 -6.332 1.759  0.12
38 H 8.393 4.897 1.848  -0.06
39 S -3.918 -0.666 -1.174  0.68
40 H 1.001 3.988 -5.854  0.11
41 H -4.126 -4.058 2.203  0.11
42 O -3.069 0.325 -1.793  -0.32
43 H -1.041 -6.310 -0.176  0.11
44 C -5.592 -0.455 -1.786  -0.21
45 H 3.542 5.885 -3.728  0.12
46 C 1.296 -4.366 1.373  -0.22
47 H -7.695 -4.135 3.635  0.10
48 C -5.741 -5.045 3.251  -0.20
49 S -6.900 -3.373 1.520  0.70
50 C -4.821 -4.884 2.036  -0.23
51 C -5.511 0.704 0.396  -0.21
52 O -0.125 -2.124 1.343  -0.33
53 C 2.903 4.102 -4.760  -0.22
54 F 7.112 3.017 3.853  0.07
55 H 7.898 3.111 0.342  -0.06
56 C 7.663 0.228 3.151  -0.63
57 H 1.974 -4.430 2.220  0.11
58 F 8.165 0.519 4.313  0.21
59 H -0.782 3.201 0.487  0.10
60 H -0.686 3.046 -1.285  0.10
61 H -5.209 -4.117 0.011  0.10
62 H 4.883 4.909 -4.312  0.11
63 H 4.049 7.146 -5.663  0.10
64 O -6.352 -2.047 1.357  -0.34
65 H -5.249 1.686 -0.005  0.12
66 F 4.400 1.895 2.461  0.15
67 F 5.350 3.980 3.058  0.06
68 H -5.983 0.851 1.366  0.12
69 H 3.335 3.369 -5.447  0.12
70 H -6.854 -0.911 -0.092  0.07
71 Si 7.312 4.063 1.301  0.81
72 H 0.541 -0.528 0.549  0.07
73 H 1.526 -6.262 0.332  0.12
74 S -0.177 -3.473 1.850  0.68
75 H 2.087 0.718 -0.941  0.11
76 C 3.883 5.263 -4.558  -0.21
77 H -2.027 -4.889 1.490  0.08
78 H -3.405 0.365 0.916  0.09
79 H 1.093 5.293 -4.639  0.11
80 H 2.710 1.064 0.697  0.09
81 S 1.454 2.874 -0.230  0.67
82 C 1.854 1.150 0.033  -0.22
83 C -6.719 -3.862 3.240  -0.21
84 C -1.318 -4.397 0.827  -0.22
85 H 2.678 3.595 -3.823  0.09
86 O 2.438 5.155 -7.848  -0.33
87 O 1.964 3.289 -1.518  -0.34
88 H -1.529 0.930 0.249  0.08
89 H -4.238 -5.785 1.849  0.11
90 H -6.297 -5.433 0.537  0.11
91 H -7.273 0.599 -0.892  0.12
92 H -0.576 0.683 -1.201  0.11

***

Number 1: orbital gap 7.8 eV. Number 2: orbital gap 8.8 eV. Number 3: orbital gap 10.2 eV.